Record 1
ORCA calculation (ωB97M-V/def2-TZVPD) on the molecule C5H8O.

Output
E = -270.51808 hartree
ΔE to the lowest compared entry with this formula, charge and spin = 25.0 kcal per mole
SMILES = C1C[C@@H]2O[C@@H]2C1
frontier orbital gap = 11.20 eV
LUMO level = 0.042 hartree

Structure (ORCA input):
```
! wB97M-V def2-TZVPD RIJCOSX def2/J DEFGRID3
* xyz 0 1
C 0.325 -1.087 -0.408
C -1.111 -0.555 -0.278
C -0.967 0.652 0.618
O -0.066 0.542 1.717
C 0.406 1.136 0.509
C 1.236 0.159 -0.299
H 0.481 -1.640 -1.338
H 0.532 -1.767 0.422
H -1.467 -0.167 -1.242
H -1.829 -1.303 0.067
H -1.805 1.322 0.799
H 0.607 2.204 0.518
H 1.473 0.583 -1.282
H 2.185 -0.079 0.195
*
```

---

Record 2
ORCA calculation (ωB97M-V/def2-TZVPD) on a structure of composition C5H8O in a non-equilibrium geometry.

Output
E = -270.44390 hartree
ΔE to the lowest compared entry with this formula, charge and spin = 71.5 kcal per mole
frontier orbital gap = 9.13 eV
LUMO level = 0.004 hartree

Structure (ORCA input):
```
! wB97M-V def2-TZVPD RIJCOSX def2/J DEFGRID3
* xyz 0 1
C 1.579 0.492 -0.243
C 0.520 -0.249 0.525
C -0.593 0.485 1.114
C -0.566 -0.970 -0.171
C -1.445 -0.351 -1.083
O -2.290 -0.879 -1.781
H 1.142 1.214 -0.932
H 2.239 1.033 0.437
H 2.179 -0.204 -0.828
H 0.929 -0.956 1.238
H -0.683 1.573 0.942
H -1.155 0.134 1.955
H -0.583 -2.056 -0.157
H -1.274 0.732 -1.016
*
```

---

Record 3
ORCA calculation (ωB97M-V/def2-TZVPD) on the molecule C5H8O in a non-equilibrium geometry.

Output
E = -270.46540 hartree
ΔE to the lowest compared entry with this formula, charge and spin = 58.0 kcal per mole
SMILES = C[C@H]1C[C@H]1C=O
frontier orbital gap = 10.54 eV
LUMO level = 0.037 hartree

Structure (ORCA input):
```
! wB97M-V def2-TZVPD RIJCOSX def2/J DEFGRID3
* xyz 0 1
C -1.239 -1.041 -0.385
C -0.638 0.368 -0.454
C -0.030 1.401 0.616
C 0.822 0.505 -0.222
C 1.528 -0.587 0.490
O 2.639 -0.957 0.196
H -0.755 -1.874 0.152
H -2.337 -1.105 -0.215
H -0.822 -1.094 -1.443
H -1.136 0.868 -1.275
H -0.339 1.147 1.621
H 0.144 2.485 0.464
H 1.409 0.979 -0.994
H 0.976 -1.029 1.353
*
```

---

Record 4
ORCA calculation (ωB97M-V/def2-TZVPD) on the molecule C5H8O in a non-equilibrium geometry.

Output
E = -270.45572 hartree
ΔE to the lowest compared entry with this formula, charge and spin = 64.1 kcal per mole
SMILES = CC1CC(=O)C1
frontier orbital gap = 10.25 eV
LUMO level = 0.033 hartree

Structure (ORCA input):
```
! wB97M-V def2-TZVPD RIJCOSX def2/J DEFGRID3
* xyz 0 1
C 1.010 0.356 -1.369
C 0.586 0.180 -0.002
C -0.275 -1.117 0.544
C -1.362 -0.378 0.967
C -0.713 0.912 0.465
H 0.126 0.419 -2.086
H 1.803 -0.428 -1.466
H 1.665 1.264 -1.300
H 1.545 0.154 0.573
H -0.537 -2.013 -0.126
H 0.196 -1.678 1.493
H -1.066 1.118 -0.423
H -0.625 1.787 1.177
O -2.352 -0.577 1.554
*
```

---

Record 5
ORCA calculation (ωB97M-V/def2-TZVPD) on the molecule C5H8O.

Output
E = -270.48850 hartree
ΔE to the lowest compared entry with this formula, charge and spin = 43.5 kcal per mole
SMILES = O[C@H]1C[C@H]2C[C@H]21
frontier orbital gap = 11.00 eV
LUMO level = 0.039 hartree

Structure (ORCA input):
```
! wB97M-V def2-TZVPD RIJCOSX def2/J DEFGRID3
* xyz 0 1
O -0.911 1.905 0.017
C -0.761 0.628 0.583
C -1.081 -0.619 -0.299
C 0.358 -1.092 -0.120
C 1.344 -0.040 -0.522
C 0.653 0.080 0.801
H -0.393 1.936 -0.798
H -1.349 0.652 1.502
H -1.437 -0.426 -1.319
H -1.792 -1.281 0.204
H 0.670 -2.122 0.019
H 1.121 0.653 -1.336
H 2.392 -0.322 -0.480
H 1.185 0.047 1.747
*
```

---

Record 6
ORCA calculation (ωB97M-V/def2-TZVPD) on the molecule C5H8O in a non-equilibrium geometry.

Output
E = -270.42759 hartree
ΔE to the lowest compared entry with this formula, charge and spin = 81.8 kcal per mole
SMILES = CC1(C)C=CO1
frontier orbital gap = 9.68 eV
LUMO level = 0.038 hartree

Structure (ORCA input):
```
! wB97M-V def2-TZVPD RIJCOSX def2/J DEFGRID3
* xyz 0 1
C 1.304 -0.066 0.939
C 1.891 -0.125 -0.258
C -0.210 0.083 -0.139
C -0.985 1.339 -0.044
C -0.841 -1.318 -0.133
O 0.903 0.020 -1.199
H 1.301 0.076 1.989
H 2.809 -0.176 -0.697
H -1.934 1.174 0.373
H -1.050 1.714 -1.075
H -0.276 2.090 0.443
H -1.542 -1.300 0.689
H -0.078 -2.031 0.229
H -1.292 -1.481 -1.114
*
```

---

Record 7
ORCA calculation (ωB97M-V/def2-TZVPD) on a cluster of 2 separate species, C5H8O in total.

Output
E = -270.49837 hartree
ΔE to the lowest compared entry with this formula, charge and spin = 37.4 kcal per mole
SMILES = O=C1CC=CC1.[H][H]
frontier orbital gap = 10.72 eV
LUMO level = 0.042 hartree

Structure (ORCA input):
```
! wB97M-V def2-TZVPD RIJCOSX def2/J DEFGRID3
* xyz 0 1
O -0.634 2.399 -0.476
C -0.352 1.295 -0.080
C -1.350 0.187 0.267
C -0.472 -0.926 0.767
C 0.827 -0.628 0.676
C 1.064 0.767 0.165
H -2.078 0.553 1.000
H -1.920 -0.086 -0.634
H -0.866 -1.878 1.107
H 0.136 -1.195 -2.055
H 0.788 -1.398 -1.777
H 1.635 -1.311 0.918
H 1.580 1.409 0.889
H 1.642 0.811 -0.767
*
```

---

Record 8
ORCA calculation (ωB97M-V/def2-TZVPD) on the molecule C5H8O in a non-equilibrium geometry.

Output
E = -270.38249 hartree
ΔE to the lowest compared entry with this formula, charge and spin = 110.1 kcal per mole
SMILES = CCCC1=CO1
frontier orbital gap = 9.33 eV
LUMO level = 0.031 hartree

Structure (ORCA input):
```
! wB97M-V def2-TZVPD RIJCOSX def2/J DEFGRID3
* xyz 0 1
C 1.915 -0.562 0.484
O 1.528 0.979 1.189
C 0.740 0.024 0.958
C -0.757 -0.018 0.980
C -1.128 -0.291 -0.500
C -0.042 0.417 -1.331
H 2.470 -1.124 1.225
H 0.976 0.081 -1.010
H -1.152 0.948 1.318
H -1.092 -0.788 1.686
H -2.149 0.057 -0.724
H -1.126 -1.371 -0.683
H -0.144 1.506 -1.217
H -0.040 0.143 -2.377
*
```

---

Record 9
ORCA calculation (ωB97M-V/def2-TZVPD) on the molecule C5H8O.

Output
E = -270.52001 hartree
ΔE to the lowest compared entry with this formula, charge and spin = 23.8 kcal per mole
SMILES = CC1(C=O)CC1
frontier orbital gap = 10.77 eV
LUMO level = 0.036 hartree

Structure (ORCA input):
```
! wB97M-V def2-TZVPD RIJCOSX def2/J DEFGRID3
* xyz 0 1
C 1.375 0.309 0.635
C 0.033 0.158 -0.040
C -0.316 -1.109 -0.783
C -0.980 -0.823 0.520
C -0.548 1.418 -0.574
O -0.163 2.523 -0.272
H 1.752 -0.663 0.970
H 2.104 0.742 -0.058
H 1.299 0.974 1.500
H -0.916 -1.025 -1.687
H 0.446 -1.881 -0.822
H -0.665 -1.376 1.401
H -2.031 -0.545 0.520
H -1.385 1.288 -1.298
*
```

---

Record 10
ORCA calculation (ωB97M-V/def2-TZVPD) on the molecule C5H8O.

Output
E = -270.33617 hartree
ΔE to the lowest compared entry with this formula, charge and spin = 139.1 kcal per mole
frontier orbital gap (spin up / spin down) = 7.60 / 7.60 eV
LUMO level (spin up / spin down) = -0.013 / -0.013 hartree

Structure (ORCA input):
```
! wB97M-V def2-TZVPD RIJCOSX def2/J DEFGRID3
* xyz 0 1
C 0.655 -2.288 0.902
O 1.587 -1.349 0.428
C 0.986 -0.370 -0.391
C 0.000 0.498 0.279
C -0.828 1.398 -0.147
C -1.433 2.642 -0.240
H 0.178 -2.835 0.071
H 1.198 -3.000 1.528
H -0.130 -1.799 1.495
H 1.818 0.238 -0.769
H 0.514 -0.863 -1.263
H -2.448 2.738 -0.614
H -0.892 3.562 -0.026
H -1.206 1.428 -1.254
*
```

---

Record 11
ORCA calculation (ωB97M-V/def2-TZVPD) on the molecule C5H8O in a non-equilibrium geometry.

Output
E = -270.38394 hartree
ΔE to the lowest compared entry with this formula, charge and spin = 109.2 kcal per mole
frontier orbital gap = 6.24 eV
LUMO level = -0.068 hartree

Structure (ORCA input):
```
! wB97M-V def2-TZVPD RIJCOSX def2/J DEFGRID3
* xyz 0 1
O 3.164 -0.137 -0.296
C 2.113 -0.421 0.357
C 0.932 0.666 -0.172
C -0.325 0.325 0.299
C -1.438 0.044 -0.545
C -2.615 -0.345 -0.068
H 1.678 -1.428 0.169
H 0.945 0.539 -1.255
H 2.166 -0.300 1.462
H -0.482 0.377 1.374
H 1.300 1.665 0.041
H -1.345 0.234 -1.612
H -2.663 -0.623 0.979
H -3.431 -0.595 -0.733
*
```

---

Record 12
ORCA calculation (ωB97M-V/def2-TZVPD) on the molecule C5H8O in a non-equilibrium geometry.

Output
E = -270.41971 hartree
ΔE to the lowest compared entry with this formula, charge and spin = 86.7 kcal per mole
frontier orbital gap (spin up / spin down) = 7.94 / 8.16 eV
LUMO level (spin up / spin down) = 0.025 / 0.023 hartree

Structure (ORCA input):
```
! wB97M-V def2-TZVPD RIJCOSX def2/J DEFGRID3
* xyz 0 1
C -1.421 0.897 -0.709
C -0.135 0.550 -1.326
C 0.463 -0.216 -0.261
C -0.223 -1.411 0.265
C 1.052 0.653 0.856
O -2.057 0.640 0.238
H -0.295 -0.110 -2.247
H 0.365 1.502 -1.689
H -1.071 -1.064 0.853
H 0.412 -1.950 0.952
H -0.515 -2.010 -0.515
H 0.692 1.717 0.774
H 2.094 0.544 0.923
H 0.640 0.261 1.887
*
```

---

Record 13
ORCA calculation (ωB97M-V/def2-TZVPD) on the molecule C5H8O in a non-equilibrium geometry.

Output
E = -270.37904 hartree
ΔE to the lowest compared entry with this formula, charge and spin = 112.2 kcal per mole
frontier orbital gap (spin up / spin down) = 8.29 / 8.29 eV
LUMO level (spin up / spin down) = -0.013 / -0.013 hartree

Structure (ORCA input):
```
! wB97M-V def2-TZVPD RIJCOSX def2/J DEFGRID3
* xyz 0 1
C 1.940 0.054 -0.260
C 0.512 -0.047 0.132
C -0.299 -0.873 0.989
C -0.779 -0.457 -0.425
C -1.577 0.839 -0.321
O -0.944 1.472 0.718
H 2.080 0.800 -1.045
H 2.576 0.293 0.596
H 2.289 -0.911 -0.666
H -0.847 -0.256 1.707
H 0.016 -1.866 1.296
H -0.873 -1.149 -1.261
H -2.662 0.737 -0.182
H -1.431 1.364 -1.278
*
```

---

Record 14
ORCA calculation (ωB97M-V/def2-TZVPD) on the molecule C5H8O in a non-equilibrium geometry.

Output
E = -270.43673 hartree
ΔE to the lowest compared entry with this formula, charge and spin = 76.0 kcal per mole
SMILES = C=C(O)/C=C/C
frontier orbital gap = 8.63 eV
LUMO level = 0.013 hartree

Structure (ORCA input):
```
! wB97M-V def2-TZVPD RIJCOSX def2/J DEFGRID3
* xyz 0 1
C -1.973 1.136 0.432
C 2.125 -0.487 0.419
C 1.065 -0.903 -0.318
O 1.173 -2.033 -1.013
C -0.147 -0.052 -0.628
C -0.592 1.016 0.013
H -2.388 1.955 -0.114
H -2.609 0.324 0.093
H -2.023 1.353 1.570
H 2.280 0.472 0.832
H 3.034 -0.992 0.238
H 0.387 -2.547 -0.862
H -0.456 -0.426 -1.541
H 0.123 1.184 0.879
*
```

---

Record 15
ORCA calculation (ωB97M-V/def2-TZVPD) on the molecule C5H8O.

Output
E = -270.35694 hartree
ΔE to the lowest compared entry with this formula, charge and spin = 126.1 kcal per mole
frontier orbital gap = 8.21 eV
LUMO level = 0.002 hartree

Structure (ORCA input):
```
! wB97M-V def2-TZVPD RIJCOSX def2/J DEFGRID3
* xyz 0 1
C -2.247 0.880 1.066
C -1.094 0.165 0.809
C -0.359 -0.727 0.214
C 0.654 -0.572 -0.849
C 1.732 0.460 -0.520
O 1.311 -1.789 -1.173
H -2.341 1.487 1.960
H -1.427 -0.121 1.905
H -3.116 0.815 0.412
H 0.091 -0.222 -1.736
H 2.234 0.189 0.413
H 2.478 0.472 -1.318
H 1.294 1.456 -0.415
H 0.789 -2.493 -0.767
*
```

---

Record 16
ORCA calculation (ωB97M-V/def2-TZVPD) on a structure of composition C5H8O in a non-equilibrium geometry.

Output
E = -270.41811 hartree
ΔE to the lowest compared entry with this formula, charge and spin = 87.7 kcal per mole
frontier orbital gap = 9.22 eV
LUMO level = 0.022 hartree

Structure (ORCA input):
```
! wB97M-V def2-TZVPD RIJCOSX def2/J DEFGRID3
* xyz 0 1
C 0.842 1.506 0.242
C 1.405 -0.775 0.502
O 1.619 -1.090 1.576
C -0.295 -0.713 -0.583
C -1.160 -1.699 -0.318
C -0.681 0.645 -0.137
H 1.501 1.530 -0.640
H 0.373 2.458 0.389
H 1.529 1.443 1.123
H 0.298 -0.703 -1.494
H -1.708 -1.768 0.613
H -1.330 -2.500 -1.010
H -1.192 1.185 -0.978
H -1.353 0.653 0.736
*
```

---

Record 17
ORCA calculation (ωB97M-V/def2-TZVPD) on the molecule C5H8O.

Output
E = -270.48787 hartree
ΔE to the lowest compared entry with this formula, charge and spin = 43.9 kcal per mole
SMILES = CC#CCCO
frontier orbital gap = 10.53 eV
LUMO level = 0.033 hartree

Structure (ORCA input):
```
! wB97M-V def2-TZVPD RIJCOSX def2/J DEFGRID3
* xyz 0 1
C 2.693 0.373 -0.123
C 1.313 -0.065 -0.324
C 0.186 -0.453 -0.517
C -1.244 -0.755 -0.623
C -1.979 -0.078 0.546
O -1.591 1.263 0.726
H 2.803 0.923 0.818
H 3.364 -0.491 -0.091
H 3.013 1.032 -0.937
H -1.630 -0.397 -1.584
H -1.420 -1.837 -0.587
H -3.058 -0.062 0.368
H -1.792 -0.664 1.458
H -0.644 1.244 0.926
*
```